Entry 1:
This record from the Open Molecules 2025 dataset describes a cluster of 7 separate species, C36H88N6O7 in total at a distorted geometry. The level of theory is ωB97M-V/def2-TZVPD.

Properties
structure (SMILES) = CC1(C)CCCC(C)(C)N1O.CC1(C)CCCC(C)(C)N1O.COC[C@H](C)N.COC[C@H](C)N.COC[C@H](C)N.COC[C@H](C)N.CCO
strongest force on any atom = 2.6 eV/A
Kohn-Sham gap = 8.0 eV
net charge = 0
calculated total energy = -62025.1257 eV
LUMO level = 0.430 eV

The geometry in XYZ format:
```
137
C36H88N6O7 | the Open Molecules 2025 dataset | ωB97M-V/def2-TZVPD
C 22.425 11.682 -7.852
C 21.606 12.988 -7.897
C 22.602 14.110 -7.649
C 21.093 13.026 -9.310
C 20.009 14.033 -9.591
C 18.847 13.782 -8.623
C 19.221 13.758 -7.113
C 19.447 15.214 -6.554
C 18.007 13.119 -6.431
N 20.421 12.918 -6.969
O 20.630 12.413 -5.668
H 23.398 11.742 -8.339
H 22.771 11.498 -6.835
H 21.992 10.736 -8.177
H 22.059 15.019 -7.388
H 23.345 13.916 -6.875
H 23.114 14.352 -8.580
H 21.871 13.146 -10.064
H 20.571 12.122 -9.624
H 20.348 15.067 -9.527
H 19.615 13.929 -10.602
H 18.298 12.898 -8.948
H 18.214 14.668 -8.687
H 19.698 15.864 -7.392
H 20.158 15.106 -5.735
H 18.505 15.511 -6.093
H 17.943 12.088 -6.778
H 17.141 13.779 -6.478
H 18.170 13.009 -5.359
H 20.371 11.489 -5.706
C 13.217 8.857 0.049
C 14.228 9.639 -0.839
C 15.303 10.185 0.086
C 14.809 8.555 -1.795
C 15.712 9.105 -2.934
C 14.920 10.111 -3.718
C 14.110 11.234 -2.926
C 15.102 12.464 -2.627
C 13.105 11.766 -3.912
N 13.519 10.600 -1.729
O 12.664 11.479 -1.034
H 13.691 8.047 0.603
H 12.380 8.538 -0.572
H 12.782 9.566 0.754
H 16.081 10.827 -0.327
H 15.843 9.375 0.576
H 14.879 10.837 0.850
H 15.315 7.774 -1.228
H 14.018 8.007 -2.306
H 15.960 8.262 -3.580
H 16.540 9.605 -2.433
H 14.299 9.582 -4.442
H 15.547 10.662 -4.419
H 15.952 12.059 -2.076
H 15.334 13.089 -3.489
H 14.745 13.076 -1.798
H 12.893 12.810 -3.683
H 13.442 11.706 -4.947
H 12.107 11.329 -3.910
H 11.807 11.097 -1.239
C 17.136 8.445 -12.421
O 18.100 8.503 -13.407
C 18.360 9.780 -13.976
C 17.090 10.323 -14.636
C 16.437 9.351 -15.642
N 17.401 11.566 -15.305
H 16.142 8.722 -12.772
H 17.562 9.083 -11.647
H 17.048 7.463 -11.957
H 18.718 10.459 -13.201
H 19.164 9.771 -14.712
H 16.309 10.504 -13.898
H 16.195 8.407 -15.153
H 17.196 8.963 -16.321
H 15.618 9.863 -16.146
H 17.210 12.359 -14.709
H 16.600 11.646 -15.915
C 16.035 6.742 -6.158
O 16.508 6.426 -7.502
C 17.878 6.917 -7.727
C 17.952 8.495 -7.682
C 16.942 9.192 -8.593
N 19.278 8.984 -7.992
H 16.800 7.031 -5.436
H 15.431 5.959 -5.699
H 15.299 7.543 -6.233
H 18.538 6.459 -6.990
H 18.295 6.514 -8.650
H 17.761 8.774 -6.646
H 17.069 8.778 -9.593
H 17.063 10.272 -8.671
H 15.925 9.040 -8.232
H 19.674 8.404 -8.718
H 19.282 9.884 -8.450
C 19.544 11.025 -0.664
O 19.095 10.323 -1.854
C 20.076 10.372 -2.845
C 19.566 9.638 -4.159
C 19.333 8.143 -3.763
N 20.459 9.646 -5.286
H 20.479 10.613 -0.283
H 18.733 10.974 0.063
H 19.633 12.093 -0.866
H 20.240 11.446 -2.933
H 21.031 9.954 -2.525
H 18.621 10.032 -4.534
H 19.013 7.483 -4.569
H 18.493 8.006 -3.081
H 20.205 7.626 -3.361
H 19.952 9.415 -6.128
H 21.183 8.978 -5.063
C 13.356 4.800 -2.666
O 12.249 5.609 -3.082
C 12.411 6.406 -4.255
C 11.341 7.552 -4.288
C 11.424 8.339 -5.566
N 11.482 8.422 -3.116
H 12.962 4.057 -1.972
H 14.209 5.338 -2.251
H 13.724 4.143 -3.454
H 13.425 6.799 -4.325
H 12.366 5.791 -5.154
H 10.383 7.042 -4.193
H 11.497 7.731 -6.468
H 12.204 9.095 -5.661
H 10.429 8.758 -5.715
H 12.317 8.976 -3.246
H 11.675 7.762 -2.376
C 22.125 7.507 -9.077
C 21.206 6.546 -9.800
O 20.094 7.246 -10.257
H 21.607 8.185 -8.398
H 22.610 8.226 -9.738
H 22.915 7.021 -8.504
H 20.877 5.782 -9.094
H 21.748 6.011 -10.580
H 20.209 7.542 -11.163
```

Entry 2:
This record from the Open Molecules 2025 dataset describes a structure of composition C36H90AsBF10N6Ni at a distorted geometry. The level of theory is ωB97M-V/def2-TZVPD.

Properties
strongest force on any atom = 2.4 eV/A
Kohn-Sham gap (spin up / spin down) = 7.9 / 6.7 eV
net charge = 0
2S+1 = 3
calculated total energy = -177475.2594 eV
LUMO level (spin up / spin down) = 0.330 / -0.926 eV

The geometry in XYZ format:
```
145
C36H90AsBF10N6Ni | the Open Molecules 2025 dataset | ωB97M-V/def2-TZVPD
Ni -0.249 -2.599 0.751
As 0.237 -4.915 3.833
F 0.419 -5.940 5.179
F -1.069 -5.813 3.080
F 0.037 -3.786 2.306
F 1.470 -3.760 4.274
F 1.379 -5.785 2.815
F -0.927 -3.852 4.576
B 0.098 0.078 1.170
F 0.558 -1.012 2.014
F -0.938 0.768 1.767
F 1.181 0.888 0.854
F -0.437 -0.670 0.125
C 0.064 0.398 5.144
C 1.412 0.877 4.691
N 2.012 1.863 5.617
C 3.254 2.434 5.216
C 3.165 3.301 3.938
C 2.014 1.416 7.023
C 2.981 0.266 7.333
H 0.058 -0.136 6.083
H -0.320 -0.217 4.345
H -0.611 1.263 5.249
H 2.093 0.025 4.624
H 1.314 1.375 3.725
H 3.599 3.069 6.036
H 4.060 1.700 5.111
H 2.398 4.043 4.107
H 4.040 3.918 3.739
H 3.052 2.668 3.066
H 1.010 1.152 7.311
H 2.356 2.293 7.577
H 3.156 0.275 8.410
H 3.994 0.420 6.922
H 2.576 -0.683 6.999
C 3.025 -3.270 1.595
C 2.328 -3.988 0.442
N 1.394 -3.123 -0.366
C 2.124 -1.896 -0.761
C 3.412 -2.161 -1.547
C 0.927 -3.928 -1.564
C 0.238 -3.040 -2.600
H 3.357 -4.033 2.285
H 2.476 -2.543 2.193
H 3.942 -2.790 1.234
H 3.035 -4.379 -0.286
H 1.705 -4.804 0.783
H 1.453 -1.257 -1.328
H 2.402 -1.371 0.149
H 3.193 -2.822 -2.387
H 3.829 -1.261 -1.984
H 4.183 -2.616 -0.928
H 0.362 -4.774 -1.179
H 1.804 -4.385 -2.032
H -0.494 -2.351 -2.176
H -0.329 -3.689 -3.261
H 0.952 -2.482 -3.218
C 3.621 -0.503 -5.125
C 3.275 0.865 -4.512
N 1.790 1.130 -4.542
C 1.350 1.441 -5.881
C -0.132 1.108 -6.129
C 1.486 2.209 -3.618
C 1.545 1.675 -2.201
H 4.685 -0.685 -4.922
H 3.365 -0.539 -6.173
H 3.032 -1.327 -4.696
H 3.601 0.905 -3.472
H 3.786 1.713 -5.022
H 1.533 2.480 -6.187
H 1.885 0.763 -6.528
H -0.384 0.053 -6.060
H -0.645 1.579 -5.275
H -0.493 1.541 -7.063
H 0.469 2.508 -3.808
H 2.146 3.062 -3.777
H 2.527 1.351 -1.865
H 0.822 0.865 -2.069
H 1.311 2.488 -1.496
C -3.261 -5.645 0.388
C -2.100 -4.665 0.072
N -2.247 -3.235 0.548
C -2.829 -3.211 1.905
C -2.593 -1.933 2.680
C -2.927 -2.328 -0.441
C -4.360 -2.665 -0.830
H -3.110 -6.591 -0.143
H -4.166 -5.216 -0.023
H -3.231 -5.878 1.447
H -1.185 -5.004 0.561
H -1.956 -4.589 -0.997
H -3.895 -3.399 1.817
H -2.365 -4.057 2.403
H -1.552 -1.699 2.895
H -3.085 -1.103 2.175
H -2.974 -2.129 3.688
H -2.277 -2.318 -1.308
H -2.979 -1.363 0.053
H -4.654 -1.848 -1.476
H -5.030 -2.692 0.033
H -4.443 -3.633 -1.322
C -2.185 3.820 0.926
C -0.670 3.833 0.889
N -0.107 5.093 0.508
C -0.163 5.305 -0.951
C 0.295 6.693 -1.354
C 1.250 5.241 1.024
C 2.313 4.224 0.542
H -2.508 4.660 1.551
H -2.560 2.868 1.318
H -2.647 3.870 -0.058
H -0.261 3.541 1.854
H -0.326 3.080 0.161
H 0.447 4.558 -1.462
H -1.207 5.167 -1.268
H 1.364 6.820 -1.241
H 0.177 6.873 -2.422
H -0.273 7.440 -0.804
H 1.169 5.117 2.101
H 1.634 6.236 0.828
H 2.043 3.195 0.785
H 3.235 4.382 1.086
H 2.442 4.276 -0.528
C -2.108 2.419 -2.571
C -2.242 1.034 -1.983
N -3.396 0.255 -2.398
C -4.656 0.912 -2.003
C -4.795 1.159 -0.525
C -3.404 -0.136 -3.830
C -2.403 -1.231 -4.122
H -2.922 3.105 -2.298
H -2.009 2.470 -3.654
H -1.206 2.857 -2.160
H -1.375 0.477 -2.345
H -2.327 1.111 -0.903
H -4.869 1.818 -2.600
H -5.433 0.230 -2.347
H -4.630 0.236 0.042
H -3.994 1.802 -0.154
H -5.736 1.633 -0.226
H -3.175 0.720 -4.470
H -4.423 -0.493 -4.019
H -2.477 -1.477 -5.186
H -2.630 -2.135 -3.555
H -1.368 -0.897 -3.952
```

Among the records above, which one has the lowest calculated total energy?
C36H90AsBF10N6Ni

Look up the strongest force on any atom of the second one.
2.4 eV/A